162
Properties=species:S:1:pos:R:3:forces:R:3 method="wB97M-V/def2-TZVPD" multiplicity=1 homo_ev=-7.9 mol_weight_g_mol=844.3 charge=0 orbital_gap_ev=8.23
O 0.778 2.437 5.599 -0.26 -0.15 -0.49
H 1.295 1.747 5.139 0.03 0.20 0.41
H 1.399 2.840 6.209 0.00 0.00 0.01
O -2.352 2.058 5.074 0.06 0.03 -0.25
H -2.812 2.014 4.229 0.01 0.01 0.07
H -1.439 2.284 4.847 0.02 -0.02 0.27
O 1.089 4.764 -2.904 -0.05 -0.06 0.18
H 0.522 4.291 -2.271 -0.24 0.18 0.00
H 0.520 4.935 -3.662 0.08 -0.07 0.00
O -3.739 3.016 -5.272 0.04 -0.05 -0.11
H -3.400 2.131 -5.096 -0.02 0.07 0.01
H -3.838 3.053 -6.230 0.02 0.03 0.07
C -7.494 -3.427 -5.579 -0.77 -0.43 -0.72
C -7.187 -2.817 -4.210 -0.24 -0.32 -0.39
C -6.334 -3.898 -3.529 0.91 -0.01 0.78
C -5.381 -3.398 -2.425 -0.43 0.32 0.09
C -4.611 -2.164 -2.909 0.64 -1.14 -0.10
C -5.428 -1.034 -3.521 -1.24 0.21 0.24
N -6.441 -1.588 -4.438 1.33 -0.70 -0.64
O -7.269 -0.593 -5.029 0.32 -0.04 0.49
C -6.134 -0.330 -2.367 -0.56 0.67 1.11
C -4.479 -0.094 -4.313 -0.57 -0.68 1.11
C -8.487 -2.666 -3.401 -0.71 -0.57 0.42
H -8.236 -2.895 -6.180 0.25 0.44 0.14
H -7.942 -4.423 -5.496 0.11 -0.02 0.41
H -6.584 -3.573 -6.161 0.06 0.30 0.02
H -7.030 -4.666 -3.189 0.03 0.08 0.28
H -5.671 -4.443 -4.206 -0.18 0.37 -0.56
H -4.625 -4.156 -2.214 -0.13 -0.16 -0.01
H -5.862 -3.210 -1.462 -0.29 0.11 -0.13
H -3.872 -2.569 -3.612 -0.17 0.30 -0.39
H -3.987 -1.825 -2.077 -0.19 0.46 -0.03
H -6.828 0.478 -2.612 0.32 0.05 -0.60
H -6.784 -1.005 -1.802 0.24 -0.34 -0.18
H -5.446 0.078 -1.618 0.21 0.00 -0.20
H -4.035 0.530 -3.536 0.37 0.19 -0.32
H -3.737 -0.736 -4.785 0.12 0.31 -0.27
H -4.999 0.544 -5.022 0.04 0.01 0.03
H -8.337 -2.784 -2.324 0.27 0.38 0.01
H -9.152 -3.508 -3.626 0.16 -0.07 -0.20
H -9.115 -1.793 -3.576 0.49 0.29 -0.20
H -6.667 -0.219 -5.684 -0.39 -0.04 -0.18
C 1.244 -7.874 3.998 -0.20 -1.11 0.24
C 0.753 -6.885 2.932 -0.65 -1.13 0.18
C -0.160 -5.818 3.556 -0.01 0.69 -0.77
C -0.347 -4.613 2.659 0.75 0.38 -1.79
C 1.018 -4.028 2.275 -0.23 0.26 1.80
C 1.957 -5.029 1.613 0.77 0.46 -1.02
N 1.909 -6.342 2.249 0.20 2.02 1.18
O 2.764 -7.242 1.619 -0.30 -0.70 -0.31
C 1.672 -5.057 0.085 -0.59 -0.28 0.14
C 3.406 -4.484 1.725 -0.55 -0.66 -0.19
C -0.122 -7.703 1.964 0.46 -0.50 -0.87
H 1.990 -7.567 4.734 0.17 0.59 -0.42
H 1.613 -8.760 3.472 0.32 0.09 0.08
H 0.448 -8.295 4.622 -0.37 0.36 -0.25
H -1.162 -6.247 3.595 0.18 -0.32 0.84
H 0.201 -5.426 4.510 -0.05 -0.45 0.20
H -1.002 -3.862 3.099 0.05 -0.01 0.10
H -0.768 -4.885 1.683 -0.54 -0.26 0.30
H 1.433 -3.673 3.230 0.43 -0.21 -0.07
H 0.953 -3.105 1.696 -0.13 -0.25 -0.37
H 2.419 -5.634 -0.459 0.05 -0.02 0.09
H 0.695 -5.491 -0.142 -0.01 -0.06 0.08
H 1.654 -4.041 -0.311 0.18 0.04 0.03
H 4.032 -5.143 1.124 0.23 0.15 0.07
H 3.445 -3.485 1.293 0.13 0.09 0.16
H 3.744 -4.518 2.761 0.01 0.24 0.03
H -0.818 -8.403 2.425 -0.13 0.33 0.31
H 0.538 -8.336 1.361 0.04 0.08 0.01
H -0.644 -7.064 1.250 -0.15 0.05 0.15
H 3.418 -7.502 2.280 -0.06 0.18 0.03
C -0.407 3.715 1.818 0.22 0.61 -0.04
C 0.167 2.536 1.032 0.19 -0.23 0.49
C -0.102 1.293 1.905 0.66 0.39 -0.13
C 0.249 0.028 1.149 -1.02 -0.07 0.06
C -0.505 -0.038 -0.186 -0.32 -0.29 -0.29
C -0.489 1.225 -1.081 0.93 0.16 0.17
N -0.600 2.411 -0.212 -0.98 -1.18 0.89
O -0.775 3.615 -0.922 0.51 -0.19 -0.02
C 0.825 1.215 -1.873 0.28 1.03 -0.50
C -1.724 1.197 -1.969 -1.22 0.09 0.89
C 1.676 2.705 0.848 0.47 1.01 -0.86
H -1.488 3.589 1.903 0.00 -0.06 0.22
H -0.247 4.705 1.384 0.13 -0.21 -0.37
H 0.062 3.780 2.802 -0.19 -0.30 0.12
H 0.551 1.331 2.783 0.04 0.30 -0.01
H -1.112 1.360 2.313 -0.20 -0.45 -0.38
H -0.033 -0.807 1.795 0.00 -0.24 -0.29
H 1.329 -0.050 1.016 0.04 0.14 -0.15
H -1.562 -0.297 -0.069 0.06 -0.02 0.57
H -0.086 -0.849 -0.788 -0.02 -0.03 -0.07
H 1.604 0.654 -1.360 0.02 -0.08 -0.12
H 0.740 0.906 -2.917 -0.22 -0.51 0.19
H 1.200 2.236 -1.981 0.04 -0.09 0.16
H -2.573 1.309 -1.279 0.00 0.01 0.05
H -1.862 2.041 -2.645 0.54 -0.20 -0.36
H -1.929 0.225 -2.421 0.55 0.08 -0.42
H 2.305 1.927 0.412 -0.62 -0.56 0.16
H 2.171 2.996 1.778 -0.16 0.21 0.04
H 1.792 3.489 0.090 0.25 0.31 0.42
H -1.714 3.795 -0.785 0.07 0.34 -0.37
C -4.402 4.032 -0.793 -0.20 -0.65 0.29
C -4.064 5.470 -1.191 0.09 -0.51 0.31
C -3.566 6.237 0.031 -0.24 -0.19 0.88
O -3.052 5.373 -2.187 0.52 0.08 0.05
H -5.422 3.883 -0.431 -0.06 0.35 -0.08
H -3.777 3.649 0.023 0.20 0.28 -0.02
H -4.266 3.313 -1.603 -0.05 0.34 -0.31
H -4.939 5.931 -1.662 -0.02 0.14 0.27
H -2.850 5.650 0.617 0.29 -0.12 -0.47
H -4.358 6.365 0.776 -0.26 0.23 -0.33
H -3.108 7.212 -0.141 -0.18 0.02 -0.36
H -2.560 6.201 -2.182 0.00 -0.06 -0.13
C 4.717 4.926 -0.662 -0.29 1.80 0.07
C 4.549 4.342 -2.055 -0.46 -2.38 1.00
C 5.734 3.442 -2.421 0.16 0.07 -1.19
O 3.466 3.380 -1.923 -0.24 0.30 -0.39
H 4.804 4.173 0.120 0.53 -0.28 -0.35
H 3.857 5.513 -0.313 -0.33 -0.20 -0.52
H 5.500 5.691 -0.622 0.42 -0.48 0.10
H 4.243 4.996 -2.871 0.50 0.56 0.27
H 5.635 3.041 -3.437 -0.27 0.36 -0.12
H 5.741 2.512 -1.854 0.06 0.41 0.68
H 6.702 3.944 -2.424 -0.01 0.02 0.41
H 2.659 3.845 -2.193 0.07 -0.13 -0.09
C 5.338 3.375 3.074 1.09 -0.72 0.75
C 4.752 4.197 4.216 1.14 0.84 -1.10
C 3.925 5.396 3.732 -0.90 -0.08 1.43
O 4.111 3.352 5.173 -0.46 0.13 -0.11
H 4.673 3.072 2.269 -0.21 -0.09 0.18
H 5.848 2.532 3.554 -0.66 -0.51 -0.21
H 6.245 3.809 2.643 -0.50 0.82 -0.21
H 5.625 4.595 4.740 0.05 0.24 -0.05
H 3.563 5.879 4.649 0.01 0.23 -0.10
H 3.004 5.153 3.200 0.22 -0.39 -0.25
H 4.467 6.163 3.184 0.35 -0.33 -0.13
H 4.189 3.765 6.039 -0.04 0.08 -0.07
C 3.446 -0.543 -3.754 0.33 0.83 -0.11
C 4.564 -1.268 -3.014 -0.46 -0.04 0.32
C 5.193 -0.405 -1.936 -0.42 -0.07 0.56
O 4.043 -2.430 -2.348 0.00 0.04 -0.31
H 3.247 -0.942 -4.749 -0.23 -0.40 0.19
H 3.736 0.495 -3.945 0.09 0.00 0.11
H 2.553 -0.475 -3.130 -0.02 -0.24 -0.14
H 5.312 -1.556 -3.759 0.17 -0.19 0.19
H 4.437 0.119 -1.341 -0.23 0.40 -0.59
H 5.890 0.294 -2.392 0.09 0.09 0.29
H 5.633 -0.992 -1.127 0.64 -0.32 -0.57
H 3.271 -2.718 -2.846 0.06 -0.15 0.06
C 5.206 -0.098 4.824 -0.11 -0.58 -0.38
C 3.779 0.043 4.256 1.58 1.96 0.71
C 3.114 -1.259 3.917 -0.12 0.81 -0.71
O 3.004 0.846 5.155 -0.81 -0.66 0.52
H 5.308 -0.824 5.634 -0.27 -0.04 0.01
H 5.587 0.854 5.193 -0.08 0.10 -0.09
H 5.844 -0.433 4.000 0.16 0.02 0.14
H 3.924 0.718 3.401 -0.19 -0.63 -0.57
H 2.228 -1.033 3.318 -0.38 -0.21 0.48
H 2.908 -1.817 4.828 -0.15 -0.21 -0.16
H 3.740 -1.799 3.206 0.23 -0.26 0.38
H 3.442 1.702 5.340 0.12 -0.58 -0.61